Below is C20H27N3O3S in the gas phase, with properties calculated with ωB97M-V with the def2-TZVPD basis set.

- Energy relative to the best compared isomer or geometry (same formula, charge and spin): 1.514 eV
- LUMO: 0.694 eV
- HOMO: -7.98 eV
- Gap between HOMO and LUMO: 8.67 eV
- Net charge: 0

Structure (XYZ):
```
54
Properties=species:S:1:pos:R:3:forces:R:3:mulliken_charge:R:1
N -5.1559 0.2392 0.3340 -0.11 0.00 -0.04 0.153
C -1.4957 -1.2849 1.0009 -0.05 0.38 0.09 0.439
H 7.9499 -0.9936 0.6087 0.08 -0.06 0.01 0.344
C 1.3323 -3.1600 -1.0085 0.10 0.01 0.05 -1.379
H 4.2511 2.1419 -0.2684 -0.07 0.10 -0.02 0.473
C 7.1418 -0.3016 0.4187 0.07 0.11 0.02 -0.614
H -5.9630 -1.7292 0.2176 0.05 0.08 0.06 0.444
C -0.5608 -0.1496 1.3595 0.27 0.28 -0.43 -0.908
H 2.0572 -3.9247 -0.7453 0.02 -0.11 -0.02 0.338
H 0.4466 -0.5159 1.5404 -0.01 -0.07 0.05 0.458
H -5.6827 2.3796 -2.0839 0.03 0.03 -0.04 0.410
C 3.5211 -0.3906 -0.4775 -1.05 0.50 -0.25 0.507
H -0.9272 0.3964 2.2273 0.04 0.12 -0.03 0.514
N -2.7646 -0.8943 0.8349 -0.35 0.03 0.02 0.139
C -3.8067 -1.7882 0.3895 -0.11 -0.21 0.03 -0.778
H -4.1666 0.2145 -1.5205 0.02 -0.07 -0.07 0.271
H -5.9377 0.0025 -1.6276 0.02 -0.02 0.02 0.413
C -6.2681 2.3101 0.0349 -0.04 0.00 0.04 -0.572
H 0.4702 -3.2353 -0.3451 0.05 -0.05 -0.02 0.222
H -7.2697 2.5402 -0.3270 0.00 0.04 0.05 0.282
C 5.0708 1.4695 -0.0718 -0.11 -0.21 -0.02 -0.619
C 6.3277 1.9416 0.2411 0.04 -0.08 0.01 -0.578
H 9.5084 0.8528 0.6445 0.09 0.00 0.00 0.363
C 4.8393 0.0953 -0.1428 0.61 -0.11 0.16 0.189
O -1.1127 -2.4374 0.8837 0.12 -0.32 -0.01 -0.713
C 8.7371 1.5915 0.8480 -0.02 0.01 0.07 -1.419
C -5.1600 -1.1535 0.7140 0.21 -0.08 0.00 -0.947
H -4.3359 2.4983 -0.9393 0.02 0.01 -0.05 0.197
H 0.0892 0.5027 -2.2462 -0.10 0.06 0.03 0.505
S -0.4487 1.1072 -0.0088 0.75 -1.18 0.20 0.220
C 0.1038 -0.0837 -1.3270 0.03 0.37 0.45 -0.919
H 0.9959 -3.3245 -2.0316 0.03 -0.08 -0.06 0.315
H 5.7122 -1.8518 0.0514 0.00 -0.09 0.00 0.447
H 8.9594 2.4991 0.2910 0.08 0.05 -0.02 0.370
H -3.7218 -1.9679 -0.6901 0.00 -0.05 0.09 0.300
H -3.6891 -2.7481 0.8982 -0.07 0.06 -0.13 0.406
H -5.3271 -1.1968 1.7938 -0.01 -0.05 -0.04 0.386
H 6.5018 3.0068 0.2932 0.01 0.11 -0.01 0.380
H 8.7723 1.8347 1.9106 0.08 0.04 0.05 0.272
H -5.9250 3.1506 0.6347 -0.04 0.04 0.00 0.275
O 3.2657 -1.7163 -0.5423 0.39 0.01 0.09 -0.374
H -6.1360 1.1799 1.9204 -0.10 -0.04 0.00 0.402
O -1.8421 1.4366 -0.3419 -1.07 0.67 -0.36 -0.450
C 1.4646 -0.5499 -1.0023 0.41 -1.20 0.05 0.539
C 7.3813 1.0660 0.4899 -0.03 -0.06 -0.04 1.004
C -5.1203 0.5165 -1.0898 0.11 0.12 -0.15 -0.641
H -7.2289 0.4722 0.7102 0.06 0.00 0.01 0.290
H -0.6051 -0.9052 -1.3948 -0.16 0.02 0.03 0.304
N 2.4732 0.3370 -0.7426 0.88 0.22 0.14 -0.570
C 1.9547 -1.8225 -0.8709 -0.97 0.65 -0.22 0.733
C -6.2740 1.0084 0.8505 -0.14 0.07 0.23 -0.808
H -2.9887 0.0922 0.7249 0.18 -0.06 0.11 0.228
C -5.3011 2.0304 -1.1267 0.03 -0.08 -0.08 -0.600
C 5.8880 -0.7880 0.1066 -0.24 0.08 -0.05 -0.642
```
Forces are in eV/Å.

---

Below is 7 unconnected molecules or ions with the total composition C20H42Cl12O4P, with properties calculated with ωB97M-V with the def2-TZVPD basis set.

- LUMO: 1.826 eV
- HOMO: -3.14 eV
- Gap between HOMO and LUMO: 4.97 eV
- Net charge: -1

Structure (XYZ):
```
79
Properties=species:S:1:pos:R:3:forces:R:3:mulliken_charge:R:1
C -2.1623 2.7172 -7.1612 0.03 -0.14 0.21 -0.469
H -0.3308 -1.0217 -0.7955 0.29 -0.01 0.34 0.339
H -3.0395 2.0945 -6.9952 0.00 0.05 0.05 0.327
H -3.6584 -0.5899 -1.8196 -0.26 -0.20 0.01 0.225
H 3.0757 5.4494 0.3510 -0.02 -0.12 0.00 0.309
C -0.6230 0.0741 2.4293 -0.15 0.82 -1.02 -0.487
C -1.8047 3.4358 -5.8861 -0.07 -0.23 0.28 0.161
H -1.1114 -2.3658 2.0705 -0.01 0.13 -0.21 0.303
Cl -8.6178 2.2436 -0.7669 -0.06 -0.01 0.04 -0.218
H 6.2657 -6.7384 1.4322 -0.07 0.07 0.04 0.339
H -0.0081 -3.9088 7.9668 0.02 0.04 -0.06 0.293
Cl 1.6245 -2.3549 3.2892 0.32 -0.22 0.04 -0.226
C 0.6807 1.3620 -1.8584 0.09 0.30 0.48 -0.801
Cl 3.3828 -6.7127 1.1978 -0.01 0.03 0.02 -0.164
C -6.5781 1.2564 -2.3038 0.15 0.13 -0.19 -0.183
H 2.3099 -3.7461 7.2681 -0.02 -0.06 0.03 0.306
H -5.5940 1.4471 -2.7316 0.04 0.04 0.14 0.059
C 3.0089 5.2797 1.4231 -0.08 0.24 0.03 -0.471
H -6.2764 2.3722 -0.4849 -0.03 -0.08 0.00 0.247
C 1.6061 4.9003 1.8322 -0.08 -0.11 -0.01 -0.642
H 0.9375 5.7459 1.6689 0.08 0.04 -0.06 0.260
H 3.3100 6.1931 1.9360 0.01 -0.04 0.04 0.372
H 3.1021 -4.0429 2.6113 0.02 0.00 0.03 0.149
H -1.6952 2.7108 -5.0751 0.00 -0.10 -0.03 -0.173
C 2.7462 -3.1299 2.1369 0.15 -0.22 -0.01 -0.310
H -1.1932 4.5422 -1.1393 0.15 0.05 0.28 0.359
H 4.3400 -6.0879 -0.8637 -0.01 0.05 0.07 0.324
C -1.2355 -0.3789 1.0644 0.25 -1.35 0.85 1.254
H -2.1752 0.1656 0.9101 0.34 0.09 -0.17 -0.007
C 0.3949 -4.6951 7.3297 0.03 0.03 0.09 -0.442
O -0.4551 4.8112 -1.6913 -0.27 -0.25 -0.20 -0.652
C -0.5484 1.1495 -0.9409 -0.51 -1.53 0.03 0.795
H 1.5498 0.9573 -1.3085 -0.21 0.10 -0.13 0.069
H 1.6874 2.8402 -3.0425 -0.11 0.03 0.25 0.383
H -1.4367 0.3843 3.1000 0.35 -0.22 0.15 0.391
O -2.7177 -0.6703 -1.6310 0.10 1.29 0.48 -0.429
Cl 5.9464 -4.4562 0.9211 0.43 -0.78 -0.11 -0.184
H 4.6447 -2.8293 1.2011 -0.74 0.60 0.31 -0.239
C 4.6750 -6.6969 -0.0269 0.02 -0.01 -0.08 -0.506
C -6.9342 2.3674 -1.3503 0.19 0.06 -0.04 -0.424
H -7.2982 1.1779 -3.1154 -0.07 -0.05 0.09 0.376
H 1.5597 4.6247 2.8845 0.08 0.00 -0.01 0.325
H 4.4272 -1.9012 2.6976 -0.08 0.01 0.01 0.417
H -2.7040 -2.0169 1.4085 0.25 0.08 -0.05 0.280
H -2.5708 4.1540 -5.6029 0.05 0.06 -0.08 0.309
C -1.6252 -1.8911 1.2226 -0.28 0.07 -0.06 -1.397
C 5.9858 -6.1989 0.5303 0.18 -0.11 -0.09 -0.463
Cl -0.2541 4.3072 -6.0131 0.02 0.11 -0.40 -0.249
H -1.1376 3.0989 -2.6810 0.33 0.00 0.17 -0.427
H 1.3035 -3.3960 5.8608 -0.01 -0.10 -0.07 0.101
C 3.9259 -2.2546 1.7976 0.19 0.08 -0.13 -0.043
H 4.7930 -7.7227 -0.3733 0.05 0.00 0.04 0.334
H 0.7615 -0.1586 0.3032 -0.06 0.20 -0.18 -0.137
C 1.5882 -4.1693 6.5703 -0.03 0.17 0.09 -0.217
H 2.1750 -3.4031 1.2521 -0.04 0.13 0.01 0.345
H -1.3485 2.0811 -7.4999 0.03 0.09 -0.03 0.338
Cl 3.4720 -0.8304 0.8315 -0.02 0.05 0.03 -0.171
H 0.0225 -0.6980 2.8715 -0.58 0.47 -0.20 -0.300
H 6.7728 -6.3362 -0.2104 -0.05 0.02 -0.03 0.312
O -1.7687 0.8961 -3.4167 -0.85 0.13 0.68 -0.817
Cl -0.9207 -5.2094 6.2449 0.00 -0.04 0.00 -0.181
P -2.0198 0.8007 -1.9284 2.07 0.76 -1.45 0.544
O -3.1726 1.9536 -1.5389 0.02 -1.03 0.00 -0.595
H -6.8441 3.3269 -1.8566 -0.02 -0.04 -0.04 0.337
Cl 4.2019 4.0267 1.8587 0.04 -0.03 -0.01 -0.206
Cl -6.4910 -0.3267 -1.4881 0.00 -0.06 0.00 -0.211
Cl 0.9687 3.5457 0.8735 -0.12 0.01 0.75 -0.023
C 1.0055 2.8395 -2.1694 -0.02 -0.05 -1.05 -0.579
Cl 2.4302 -5.4543 5.6688 0.02 -0.03 -0.06 -0.190
H 0.0059 0.9549 2.2134 -0.23 -0.12 0.33 0.093
H 1.5552 3.3618 -1.3729 -0.40 -0.41 -0.38 0.204
C -0.2525 -0.1535 -0.1118 -1.10 0.33 0.05 -1.169
H -0.0270 4.1267 -3.5545 -0.06 -0.06 0.39 -0.175
Cl -2.5698 3.8440 -8.4883 -0.01 0.05 -0.12 -0.231
H -2.7444 2.4812 -0.8501 0.11 -0.16 0.14 0.269
C -0.2193 3.6838 -2.5693 0.44 0.51 -0.46 0.899
H 0.6482 0.7815 -2.7980 -0.14 0.26 0.14 0.399
H -1.3907 -2.4780 0.3249 -0.08 0.20 0.12 0.344
H 0.6636 -5.5423 7.9571 0.00 -0.03 -0.08 0.319
```
Forces are in eV/Å.

---

Below is C5H8N2 in the gas phase, with properties calculated with ωB97M-V with the def2-TZVPD basis set.

- Energy relative to the best compared isomer or geometry (same formula, charge and spin): 4.446 eV
- LUMO: 0.239 eV
- HOMO: -7.10 eV
- Gap between HOMO and LUMO: 7.34 eV
- Net charge: 0

Structure (XYZ):
```
15
Properties=species:S:1:pos:R:3:forces:R:3:mulliken_charge:R:1
C -0.0670 -1.3913 0.0588 0.07 -0.20 0.12 0.009
H -1.9565 -0.0666 -1.2633 0.14 0.01 0.10 0.202
C -0.4250 -0.3887 1.9194 -0.07 0.29 -0.03 -0.417
H 1.2981 1.4532 -0.9710 -0.01 -0.11 0.07 0.370
H 2.0157 0.2256 0.1358 -0.06 0.02 -0.08 0.346
C -0.3800 0.6027 1.0249 0.02 -0.05 0.17 -0.199
H 0.0699 -2.0949 -0.7524 0.03 0.09 0.06 0.396
H -0.5371 1.6688 1.1064 0.14 -0.16 -0.04 0.396
H -1.0425 1.4235 -1.4724 0.01 -0.21 -0.10 0.153
C 1.3176 0.4014 -0.6872 0.27 0.08 -0.06 -1.052
N -0.0697 0.0234 -0.2727 -0.02 -0.14 0.04 0.475
H 1.5518 -0.1902 -1.5705 -0.01 0.09 0.12 0.390
C -0.9603 0.3211 -1.5369 -0.37 0.15 0.25 -0.956
H -0.5894 -0.3400 2.9880 -0.10 0.04 -0.22 0.407
N -0.2255 -1.6481 1.2931 -0.04 0.10 -0.42 -0.520
```
Forces are in eV/Å.

---

Below is a molecular structure, C6H13N, with properties calculated with ωB97M-V with the def2-TZVPD basis set.

- Energy relative to the best compared isomer or geometry (same formula, charge and spin): 5.418 eV
- LUMO: 1.009 eV
- HOMO: -7.19 eV
- Gap between HOMO and LUMO: 8.19 eV
- Net charge: 0

Structure (XYZ):
```
20
Properties=species:S:1:pos:R:3:forces:R:3:mulliken_charge:R:1
N -0.6626 -0.1058 -0.2357 -0.09 -0.06 -0.15 0.013
H 1.1745 -1.6265 1.1023 0.06 0.11 -0.12 0.378
H -0.7462 -2.1352 -0.6383 -0.09 0.01 0.11 0.312
H -2.5674 0.6972 -0.2987 0.18 0.08 0.09 0.386
H 1.8349 -1.6277 -0.5529 -0.05 0.11 0.11 0.344
H -2.2842 -1.3867 -0.1657 0.18 -0.02 0.05 0.302
H 1.5856 0.4547 -2.0214 -0.05 0.09 0.14 0.346
H -1.4418 2.0756 -0.4179 -0.02 -0.15 0.15 0.246
H -0.1273 0.1600 1.9046 -0.03 0.08 -0.19 0.305
C 1.3586 1.0512 -1.1286 -0.02 0.03 0.01 -1.529
H -2.0859 1.5443 1.1632 0.08 -0.05 -0.15 0.272
H 0.6776 1.8587 -1.4106 0.10 -0.12 0.06 0.274
C 0.7477 0.1895 -0.0377 0.09 -0.01 0.01 1.394
H 2.2890 1.5019 -0.7647 -0.13 -0.06 -0.05 0.355
C -1.7116 1.2138 0.1873 -0.48 0.14 -0.20 -0.799
C -0.0310 0.8336 1.0361 0.41 -0.06 0.28 -0.901
C 1.6185 -1.0014 0.3229 0.00 -0.03 0.05 -1.579
H 2.5729 -0.6258 0.7063 -0.11 -0.07 -0.06 0.405
C -1.2077 -1.4177 0.0461 -0.04 -0.07 0.03 -0.846
H -1.0690 -1.7576 1.0815 -0.02 0.04 -0.17 0.322
```
Forces are in eV/Å.

---

Below is 2 unconnected molecules or ions with the total composition C3H10N2O, with properties calculated with ωB97M-V with the def2-TZVPD basis set.

- Energy relative to the best compared isomer or geometry (same formula, charge and spin): 1.959 eV
- LUMO (spin up / spin down): -4.451 / -8.167 eV
- HOMO (spin up / spin down): -14.70 / -14.69 eV
- Spin multiplicity: 2
- Gap between HOMO and LUMO (spin up / spin down): 10.25 / 6.52 eV
- Net charge: +1

Structure (XYZ):
```
16
Properties=species:S:1:pos:R:3:forces:R:3:mulliken_charge:R:1
C -0.3764 1.8175 -1.1860 -0.29 -0.38 -0.01 -1.239
H 0.3479 1.5749 0.8536 0.01 0.04 0.17 0.419
H -1.3962 1.4155 0.6955 -0.23 -0.07 -0.12 0.365
H -1.0622 0.2159 2.4903 -0.06 0.03 1.17 0.241
N -0.5404 -0.6462 2.4490 0.32 -0.01 -1.94 -0.236
C -0.4371 1.1865 0.2014 0.71 -0.03 -0.29 -0.338
H -0.7171 1.0962 -1.9198 -0.38 -0.04 -0.11 0.388
H -0.2299 -1.2552 3.1880 -0.59 0.23 0.64 0.278
H 0.3149 -1.9470 1.1652 0.26 -0.07 -0.44 0.365
C -0.1676 -0.9798 1.2312 0.29 0.06 0.61 0.252
H 1.7425 -0.2589 -2.2596 0.13 -0.02 -0.19 0.307
N -0.3792 -0.2530 0.1491 -0.42 -0.19 0.31 -0.172
H -1.0033 2.7035 -1.2260 0.17 0.09 -0.10 0.359
H 0.6426 2.0423 -1.4718 0.22 0.32 0.18 0.304
H 1.0984 -1.4614 -1.5968 -0.06 -0.14 -0.14 0.308
O 1.6210 -1.2088 -2.3641 -0.07 0.18 0.25 -0.601
```
Forces are in eV/Å.

---

Max |F| (Eh/bohr)
0.02750; 0.05147; 0.00919; 0.01039; 0.03826